1.
DFT (ωB97M-V/def2-TZVPD) results for 2 unconnected molecules or ions with the total composition H6NS2.

CARTESIAN COORDINATES (ANGSTROEM)
N 0.370 1.493 0.931
H -0.480 1.571 1.488
H 0.155 1.749 -0.039
H 0.705 0.515 0.855
H 1.076 2.137 1.285
S -0.121 -1.036 -2.007
S -0.925 -1.392 -0.069
H -0.022 -2.329 -2.339
H -0.757 -2.708 -0.105

Summary:
HOMO-LUMO gap (eV): 8.25
Energy relative to the best compared isomer or geometry (same formula, charge and spin) (kcal per mole): 12.3
2S+1: 1
HOMO (Ha): -0.4603
E_LUMO (eV): -4.28
Net charge: +1

List of Mulliken charges in e, atom by atom:
1 N -0.493
2 H 0.373
3 H 0.377
4 H 0.330
5 H 0.387
6 S -0.131
7 S -0.243
8 H 0.193
9 H 0.207



2.
DFT (ωB97M-V/def2-TZVPD) results for a single C9H9Br2N3 molecule in a non-equilibrium geometry.

CARTESIAN COORDINATES (ANGSTROEM)
C -1.680 -2.837 -0.114
C -1.636 -1.490 -0.196
C -0.425 -3.256 -0.407
C 1.205 2.755 0.619
C -0.029 2.318 0.125
C 0.166 0.078 -0.533
C 2.268 1.693 0.945
C 2.645 0.950 -0.255
C -2.671 -0.436 -0.049
N 0.432 -2.254 -0.582
N -0.484 1.098 -0.120
N -0.383 -1.122 -0.471
Br 0.020 -5.040 -0.791
Br 3.123 1.784 -1.741
H -2.496 -3.404 0.102
H 1.575 3.757 0.569
H -0.679 3.193 -0.044
H 3.078 2.096 1.539
H 1.780 0.965 1.509
H 2.839 -0.094 -0.121
H -3.629 -1.076 -0.302
H -2.731 -0.068 1.034
H -2.289 0.386 -0.716

Summary:
HOMO-LUMO gap (alpha / beta) (eV): 6.77 / 8.04
Energy relative to the best compared isomer or geometry (same formula, charge and spin) (kcal per mole): 82.2
2S+1: 1
HOMO (alpha / beta) (Ha): -0.2849 / -0.3018
E_LUMO (alpha / beta) (eV): -0.98 / -0.17
Net charge: 0

List of Mulliken charges in e, atom by atom:
1 C -0.747
2 C 0.698
3 C 0.064
4 C -0.446
5 C -0.139
6 C 0.203
7 C -0.550
8 C -0.424
9 C -0.911
10 N -1.090
11 N -0.251
12 N 0.632
13 Br -0.152
14 Br -0.028
15 H 0.537
16 H 0.381
17 H 0.272
18 H 0.336
19 H 0.305
20 H 0.447
21 H 0.333
22 H 0.187
23 H 0.343



3.
DFT (ωB97M-V/def2-TZVPD) results for a single C3H6F2 molecule in a non-equilibrium geometry.

CARTESIAN COORDINATES (ANGSTROEM)
F 2.375 -0.251 -0.221
C 1.163 0.120 0.384
C -0.029 -0.530 -0.307
C -1.333 0.126 0.002
F -1.288 1.444 -0.052
H 1.238 1.190 0.197
H 1.362 -0.224 1.417
H 0.237 -0.136 -1.229
H 0.006 -1.595 -0.408
H -1.617 -0.165 0.970
H -2.115 0.020 -0.752

Summary:
HOMO-LUMO gap (eV): 12.56
Energy relative to the best compared isomer or geometry (same formula, charge and spin) (kcal per mole): 34.0
2S+1: 1
HOMO (Ha): -0.4204
SMILES string: FCCCF
E_LUMO (eV): 1.12
Net charge: 0

List of Mulliken charges in e, atom by atom:
1 F -0.311
2 C -0.268
3 C -0.510
4 C -0.261
5 F -0.292
6 H 0.216
7 H 0.249
8 H 0.252
9 H 0.397
10 H 0.268
11 H 0.260



4.
DFT (ωB97M-V/def2-TZVPD) results for a molecular structure, C19H22BrF6N5O3PPb in a non-equilibrium geometry.

CARTESIAN COORDINATES (ANGSTROEM)
Pb -0.931 0.208 -0.480
C -3.034 0.398 2.007
C -2.128 1.634 2.184
N -0.769 1.420 1.745
C 0.152 0.720 2.608
C 0.136 -0.787 2.454
C 0.617 -1.625 3.456
C 0.611 -2.994 3.233
C 0.106 -3.499 2.045
C -0.364 -2.601 1.092
C -0.908 -3.085 -0.233
N -1.614 -2.059 -0.988
C -3.072 -2.061 -0.870
C -3.532 -1.446 0.459
N -3.103 -0.060 0.627
N -0.312 -1.301 1.324
H -2.662 -0.422 2.627
H -4.025 0.683 2.376
H -2.538 2.473 1.620
H -2.149 1.900 3.247
H -0.373 2.290 1.390
H 1.165 1.046 2.348
H -0.029 0.958 3.661
H 0.993 -1.212 4.380
H 0.992 -3.668 3.987
H 0.077 -4.558 1.849
H -0.048 -3.433 -0.815
H -1.556 -3.949 -0.043
H -1.359 -2.101 -1.969
H -3.474 -1.482 -1.703
H -3.467 -3.083 -0.924
H -4.624 -1.522 0.505
H -3.121 -2.031 1.287
H -3.650 0.582 0.057
Br 4.626 0.514 -5.458
C 4.651 0.476 -3.562
C 5.865 0.503 -2.875
C 5.867 0.453 -1.497
C 4.674 0.376 -0.785
C 3.481 0.329 -1.496
C 3.438 0.382 -2.871
C 2.149 0.251 -0.701
O 2.184 0.634 0.446
O 1.213 -0.232 -1.364
H 6.794 0.574 -3.421
H 6.801 0.498 -0.959
H 4.670 0.371 0.291
H 2.499 0.336 -3.402
F 0.252 2.498 -0.913
P -0.825 3.842 -0.983
F -1.080 3.472 -2.506
F -2.011 2.673 -0.573
F 0.390 4.775 -1.299
F -1.920 4.956 -0.935
F -0.564 3.951 0.626
O -1.773 1.589 -4.442
C -1.695 1.078 -3.420
N -1.698 0.369 -2.445

Summary:
HOMO-LUMO gap (alpha / beta) (eV): 7.53 / 5.66
Energy relative to the best compared isomer or geometry (same formula, charge and spin) (kcal per mole): 22.7
2S+1: 2
HOMO (alpha / beta) (Ha): -0.5796 / -0.5795
E_LUMO (alpha / beta) (eV): -8.24 / -10.11
<S²>: 0.769
Net charge: +2

List of Mulliken charges in e, atom by atom:
1 Pb 2.142
2 C -0.753
3 C -1.040
4 N 0.037
5 C -1.915
6 C 1.015
7 C -1.015
8 C -0.604
9 C -1.061
10 C 0.522
11 C -1.298
12 N -0.314
13 C -1.072
14 C -0.660
15 N -0.245
16 N 0.783
17 H 0.348
18 H 0.526
19 H 0.328
20 H 0.499
21 H 0.519
22 H 0.521
23 H 0.593
24 H 0.589
25 H 0.463
26 H 0.595
27 H 0.478
28 H 0.461
29 H 0.417
30 H 0.371
31 H 0.496
32 H 0.541
33 H 0.352
34 H 0.430
35 Br 0.093
36 C -0.093
37 C -0.325
38 C -0.716
39 C -0.166
40 C 0.256
41 C -0.162
42 C 0.855
43 O -0.524
44 O -0.866
45 H 0.455
46 H 0.453
47 H 0.513
48 H 0.587
49 F -0.443
50 P 1.433
51 F -0.344
52 F -0.427
53 F -0.325
54 F -0.316
55 F -0.463
56 O -0.394
57 C 0.637
58 N -0.769



5.
DFT (ωB97M-V/def2-TZVPD) results for a molecular structure, C35H85CrN5O14 in a non-equilibrium geometry.

CARTESIAN COORDINATES (ANGSTROEM)
Cr -2.589 0.843 -1.835
C 0.916 -1.371 -1.858
C -0.308 -0.507 -1.748
O -0.276 0.736 -1.988
O -1.386 -1.036 -1.349
H 0.778 -2.211 -2.535
H 1.187 -1.748 -0.870
H 1.775 -0.804 -2.221
C -6.536 -0.119 -0.713
C -5.154 0.315 -1.130
O -4.304 -0.554 -1.494
O -4.843 1.541 -1.151
H -7.272 0.670 -0.841
H -6.508 -0.423 0.335
H -6.834 -0.982 -1.308
C 2.217 -3.004 -7.282
C 3.159 -2.791 -6.117
C 2.442 -2.671 -4.785
O 3.982 -3.975 -5.983
H 1.447 -2.222 -7.302
H 1.655 -3.930 -7.135
H 2.712 -3.048 -8.250
H 3.800 -1.910 -6.228
H 1.851 -1.766 -4.631
H 3.194 -2.609 -3.995
H 1.808 -3.544 -4.618
H 4.778 -3.862 -6.510
C -1.939 0.316 1.718
C -2.655 1.589 1.272
C -2.527 2.700 2.294
O -1.230 3.264 2.185
C -0.953 4.186 3.200
N -2.125 1.977 -0.045
H -2.104 -0.489 1.006
H -2.339 0.007 2.688
H -0.886 0.561 1.888
H -3.721 1.375 1.169
H -2.688 2.290 3.296
H -3.265 3.492 2.095
H -1.339 3.865 4.180
H -1.421 5.152 2.978
H 0.123 4.277 3.346
H -1.107 2.029 0.023
H -2.388 2.952 -0.202
C -5.645 -4.170 -5.006
O -4.503 -4.264 -4.190
C -4.604 -3.450 -3.033
C -3.364 -3.596 -2.192
N -3.173 -4.961 -1.750
C -1.883 -5.203 -1.142
C -1.696 -4.328 0.082
O -0.785 -4.873 1.030
C 0.575 -4.793 0.624
H -6.562 -4.209 -4.415
H -5.597 -4.998 -5.712
H -5.625 -3.243 -5.595
H -5.490 -3.692 -2.422
H -4.760 -2.397 -3.309
H -3.509 -2.923 -1.343
H -2.502 -3.174 -2.735
H -3.358 -5.582 -2.528
H -1.054 -5.134 -1.865
H -1.873 -6.245 -0.801
H -2.642 -4.230 0.615
H -1.364 -3.315 -0.193
H 0.963 -3.776 0.737
H 0.727 -5.127 -0.406
H 1.100 -5.490 1.277
C 7.310 3.551 5.822
O 7.196 2.300 5.211
C 6.172 2.271 4.222
C 6.198 0.883 3.567
N 4.969 0.492 2.938
C 4.564 1.276 1.779
C 3.129 0.962 1.425
O 2.758 1.656 0.265
C 1.400 1.488 -0.035
H 8.287 3.616 6.303
H 6.518 3.689 6.567
H 7.283 4.382 5.105
H 6.349 3.079 3.508
H 5.194 2.371 4.721
H 6.510 0.151 4.311
H 7.005 0.891 2.824
H 4.182 0.420 3.583
H 5.183 0.980 0.921
H 4.726 2.355 1.919
H 2.450 1.243 2.247
H 3.042 -0.135 1.356
H 1.150 2.214 -0.810
H 0.731 1.613 0.826
H 1.201 0.499 -0.471
C 2.407 3.406 6.936
O 2.164 2.085 6.559
C 1.762 1.998 5.208
C 1.504 0.554 4.857
N 2.713 -0.252 5.011
C 2.447 -1.689 5.076
C 1.841 -2.228 3.808
O 0.473 -1.885 3.744
C -0.181 -2.462 2.619
H 2.541 3.459 8.015
H 1.553 4.058 6.695
H 3.281 3.844 6.438
H 2.589 2.362 4.570
H 0.864 2.592 5.004
H 1.063 0.453 3.867
H 0.717 0.190 5.545
H 3.099 0.023 5.910
H 1.796 -1.954 5.924
H 3.412 -2.177 5.233
H 1.895 -3.326 3.767
H 2.381 -1.825 2.939
H 0.349 -2.281 1.682
H -1.155 -1.987 2.640
H -0.329 -3.530 2.816
C -2.228 -0.902 -4.622
O -2.636 0.250 -3.915
C -3.037 1.278 -4.815
C -3.559 2.467 -4.041
N -2.650 2.803 -2.911
C -1.359 3.280 -3.419
C -0.556 3.922 -2.328
O -1.342 4.950 -1.756
C -0.648 5.615 -0.730
H -1.415 -0.684 -5.320
H -3.067 -1.354 -5.162
H -1.897 -1.638 -3.894
H -3.802 0.877 -5.487
H -2.206 1.579 -5.466
H -4.537 2.243 -3.611
H -3.657 3.360 -4.668
H -3.073 3.593 -2.430
H -1.489 3.986 -4.257
H -0.765 2.477 -3.860
H 0.406 4.291 -2.703
H -0.303 3.180 -1.563
H -0.398 4.939 0.104
H -1.278 6.391 -0.302
H 0.297 6.036 -1.091

Summary:
HOMO-LUMO gap (alpha / beta) (eV): 7.18 / 8.50
2S+1: 5
HOMO (alpha / beta) (Ha): -0.2511 / -0.2997
E_LUMO (alpha / beta) (eV): 0.35 / 0.34
<S²>: 6.007
Net charge: 0

Mulliken population analysis, charges in e, atoms 1 to 99:
1 Cr 0.633
2 C -1.298
3 C 0.623
4 O -0.202
5 O 0.032
6 H 0.433
7 H -0.286
8 H 0.398
9 C -1.593
10 C 0.631
11 O -0.401
12 O -0.702
13 H 0.383
14 H 0.313
15 H 0.278
16 C -1.234
17 C 0.430
18 C -1.137
19 O -0.556
20 H 0.280
21 H 0.337
22 H 0.336
23 H 0.323
24 H 0.298
25 H 0.309
26 H 0.333
27 H 0.316
28 C -0.694
29 C -0.019
30 C -1.366
31 O 0.087
32 C -1.160
33 N 1.842
34 H -0.197
35 H 0.801
36 H 0.134
37 H 0.297
38 H 0.543
39 H 0.424
40 H 0.388
41 H 0.282
42 H 0.302
43 H -1.120
44 H 0.178
45 C -0.773
46 O -0.365
47 C -0.657
48 C 0.084
49 N -0.278
50 C -0.766
51 C 0.126
52 O -0.485
53 C -0.376
54 H 0.339
55 H 0.279
56 H 0.223
57 H 0.503
58 H 0.279
59 H -0.125
60 H 0.006
61 H 0.324
62 H 0.217
63 H 0.411
64 H 0.413
65 H -0.060
66 H 0.028
67 H 0.317
68 H 0.253
69 C -0.710
70 O -0.354
71 C 0.251
72 C -1.111
73 N -0.054
74 C -0.506
75 C 0.289
76 O -0.532
77 C -0.069
78 H 0.270
79 H 0.252
80 H 0.296
81 H 0.332
82 H -0.049
83 H 0.364
84 H 0.363
85 H 0.127
86 H 0.312
87 H 0.238
88 H -0.128
89 H -0.033
90 H 0.137
91 H 0.083
92 H 0.121
93 C -0.702
94 O -0.418
95 C -0.381
96 C -0.214
97 N -0.213
98 C -1.212
99 C -0.045



6.
DFT (ωB97M-V/def2-TZVPD) results for a molecular structure, C29H35BBrCaF4N8O3S2 in a non-equilibrium geometry.

CARTESIAN COORDINATES (ANGSTROEM)
Ca 12.796 14.714 12.142
O 11.574 12.541 15.509
C 10.220 12.517 15.193
C 9.225 12.682 16.105
C 7.891 12.607 15.750
C 7.545 12.418 14.423
C 8.537 12.237 13.467
C 9.876 12.262 13.825
C 10.967 11.938 12.835
O 12.061 12.771 12.866
N 11.364 10.574 13.088
N 12.073 9.868 12.111
C 12.721 10.471 11.191
C 13.183 9.623 10.004
Br 15.000 9.095 9.876
C 12.441 9.122 9.011
C 10.953 9.338 8.973
C 10.120 8.250 9.236
C 8.763 8.508 9.449
C 8.233 9.814 9.453
C 9.082 10.861 9.217
C 10.409 10.646 8.941
H 12.103 12.552 14.710
H 9.575 12.860 17.153
H 7.156 12.815 16.478
H 6.506 12.496 14.090
H 8.251 12.144 12.454
H 10.453 12.078 11.811
H 10.643 9.882 13.350
H 12.924 11.539 11.031
H 12.951 8.477 8.275
H 10.598 7.307 9.502
H 8.035 7.740 9.670
H 7.125 9.954 9.639
H 8.755 11.904 9.269
H 11.099 11.453 8.799
N 14.921 16.619 17.075
C 14.906 15.429 16.384
C 14.907 15.523 14.946
N 14.803 14.429 14.176
C 14.790 13.259 14.830
C 14.793 13.188 16.208
N 14.837 14.280 17.004
H 14.641 17.444 16.511
H 14.664 16.605 18.111
H 15.029 16.462 14.461
H 14.671 12.344 14.231
H 14.719 12.205 16.664
C 11.427 16.451 15.180
O 12.014 16.622 13.911
C 12.835 17.687 13.630
S 12.907 18.966 14.657
S 13.731 17.432 12.158
H 10.604 15.755 15.021
H 10.962 17.346 15.581
H 12.089 16.011 15.929
F 10.535 15.886 8.668
B 9.880 15.134 9.743
F 8.741 15.690 10.289
F 9.712 13.806 9.319
F 10.862 15.013 10.842
C 13.199 12.365 6.612
C 12.322 13.401 7.257
N 12.750 13.707 8.627
C 14.064 13.675 9.022
N 14.332 14.171 10.182
C 15.681 14.106 10.732
C 16.439 13.008 10.099
C 16.321 13.059 8.574
N 14.927 13.041 8.215
C 14.702 12.723 6.841
H 13.060 12.274 5.531
H 12.933 11.402 7.079
H 11.288 13.151 7.303
H 12.318 14.387 6.824
H 12.158 14.165 9.253
H 15.649 13.937 11.867
H 16.203 15.139 10.633
H 16.210 11.998 10.526
H 17.506 13.188 10.257
H 16.662 12.091 8.250
H 16.809 13.945 8.169
H 15.315 11.826 6.595
H 15.059 13.554 6.186

Summary:
HOMO-LUMO gap (eV): 7.64
Energy relative to the best compared isomer or geometry (same formula, charge and spin) (kcal per mole): 13.9
2S+1: 1
HOMO (Ha): -0.2026
E_LUMO (eV): 2.13
Net charge: -1

List of Mulliken charges in e, atom by atom:
1 Ca 1.555
2 O -0.586
3 C 0.072
4 C -0.558
5 C -0.553
6 C -0.679
7 C -0.395
8 C -0.012
9 C 1.055
10 O -0.200
11 N 0.093
12 N -0.849
13 C -0.238
14 C 0.453
15 Br -0.227
16 C -1.495
17 C 0.413
18 C -0.743
19 C -0.447
20 C -0.713
21 C -0.196
22 C 0.320
23 H 0.102
24 H 0.327
25 H 0.425
26 H 0.359
27 H 0.543
28 H -0.547
29 H 0.344
30 H 0.766
31 H 0.471
32 H 0.367
33 H 0.344
34 H 0.324
35 H 0.578
36 H 0.202
37 N -0.474
38 C 0.204
39 C -0.671
40 N -0.067
41 C -0.303
42 C -0.278
43 N -0.652
44 H 0.185
45 H 0.279
46 H 0.922
47 H 0.311
48 H 0.360
49 C -0.812
50 O -0.184
51 C 0.349
52 S -0.371
53 S -0.366
54 H 0.192
55 H 0.437
56 H 0.247
57 F -0.385
58 B 0.084
59 F -0.347
60 F -0.166
61 F -0.285
62 C -0.148
63 C -1.110
64 N 0.204
65 C 0.119
66 N -0.351
67 C -0.076
68 C -0.585
69 C -0.808
70 N 0.326
71 C -0.781
72 H 0.418
73 H -0.075
74 H 0.393
75 H 0.593
76 H -0.190
77 H -0.065
78 H 0.281
79 H 0.131
80 H 0.451
81 H 0.438
82 H 0.260
83 H 0.410
84 H 0.282



7.
DFT (ωB97M-V/def2-TZVPD) results for 2 unconnected molecules or ions with the total composition ClFS2 in a non-equilibrium geometry.

CARTESIAN COORDINATES (ANGSTROEM)
F 1.070 -1.196 0.218
S 1.247 0.388 0.314
S -1.534 0.420 0.953
Cl -2.485 -0.172 -0.636

Summary:
HOMO-LUMO gap (alpha / beta) (eV): 6.60 / 6.60
Energy relative to the best compared isomer or geometry (same formula, charge and spin) (kcal per mole): 52.9
2S+1: 1
HOMO (alpha / beta) (Ha): -0.3511 / -0.3511
E_LUMO (alpha / beta) (eV): -2.95 / -2.95
Net charge: 0

List of Mulliken charges in e, atom by atom:
1 F -0.151
2 S 0.136
3 S 0.035
4 Cl -0.020



8.
DFT (ωB97M-V/def2-TZVPD) results for a gas-phase ion, C3H7N2Si (charge +1) in a non-equilibrium geometry.

CARTESIAN COORDINATES (ANGSTROEM)
Si -1.972 -0.066 0.033
N -0.126 0.059 -0.056
C 0.799 0.955 -0.560
C 2.040 0.541 -0.424
N 1.985 -0.563 0.380
C 0.662 -0.809 0.530
H -2.044 1.162 -0.701
H -2.487 0.532 1.262
H -2.394 -1.512 -0.302
H 0.474 1.797 -1.172
H 3.009 0.926 -0.816
H 2.699 -0.948 0.929
H 0.296 -1.581 1.054

Summary:
HOMO-LUMO gap (eV): 11.04
Energy relative to the best compared isomer or geometry (same formula, charge and spin) (kcal per mole): 13.1
2S+1: 1
HOMO (Ha): -0.5379
SMILES string: [SiH3][n+]1cc[nH]c1
E_LUMO (eV): -3.60
Net charge: +1

List of Mulliken charges in e, atom by atom:
1 Si 0.294
2 N 0.148
3 C -0.375
4 C -0.143
5 N -0.044
6 C -0.255
7 H -0.041
8 H -0.012
9 H 0.016
10 H 0.349
11 H 0.378
12 H 0.233
13 H 0.453



Listing energy for the structures above in their given order: -23250.6723 -154028.0613 -8642.0491 -134526.9031 -102208.3985 -170413.8116 -36907.4166 -14074.9649 eV.